No. 1
This record from the OMol25 dataset describes a structure of composition C30H36F7NO7P2Pd. The level of theory is wB97M-V/def2-TZVPD.

CARTESIAN COORDINATES (ANGSTROEM)
Pd 0.29 -0.86 -0.78
C 3.81 2.67 3.54
C 2.44 2.02 3.34
C 2.14 0.97 4.39
O 2.44 1.42 2.05
P 1.08 1.53 1.14
O 1.50 0.66 -0.04
C -0.38 1.35 1.91
P -1.59 0.35 -1.43
O -2.10 -0.03 -2.79
O -1.40 1.96 -1.34
C -2.46 2.85 -0.99
C -1.82 4.13 -0.48
C -3.36 3.08 -2.20
O -2.81 0.15 -0.34
C -3.86 -0.77 -0.61
C -3.68 -1.98 0.29
C -5.17 -0.05 -0.36
O 1.20 3.10 0.75
C 2.23 3.51 -0.14
C 1.73 3.41 -1.57
C 2.61 4.93 0.24
H 3.88 3.13 4.52
H 3.98 3.42 2.77
H 4.59 1.91 3.45
H 1.68 2.81 3.40
H 2.93 0.22 4.40
H 1.20 0.48 4.16
H 2.07 1.42 5.39
H -0.53 2.01 2.76
H -0.68 0.32 2.06
H -3.05 2.41 -0.19
H -1.28 4.63 -1.29
H -1.12 3.89 0.32
H -2.59 4.81 -0.10
H -2.78 3.54 -3.01
H -4.19 3.74 -1.94
H -3.74 2.13 -2.57
H -3.81 -1.09 -1.65
H -3.78 -1.68 1.34
H -2.69 -2.41 0.14
H -4.42 -2.75 0.07
H -5.21 0.32 0.67
H -6.02 -0.73 -0.52
H -5.28 0.80 -1.04
H 3.10 2.86 -0.02
H 0.89 4.10 -1.73
H 1.38 2.41 -1.78
H 2.53 3.67 -2.27
H 1.74 5.58 0.14
H 3.40 5.31 -0.42
H 2.96 4.97 1.27
F 4.87 -2.99 -2.51
C 3.96 -2.97 -1.49
C 2.87 -2.13 -1.57
C 1.93 -2.10 -0.54
C 2.14 -2.92 0.57
C 3.24 -3.76 0.59
F 3.45 -4.63 1.63
C 4.18 -3.82 -0.43
C 1.23 -2.84 1.75
C 1.73 -2.81 3.06
C 0.85 -2.67 4.12
C -0.51 -2.55 3.86
C -0.91 -2.59 2.53
N -0.08 -2.73 1.51
H 2.76 -1.50 -2.44
H 5.01 -4.51 -0.39
H 2.79 -2.89 3.23
H 1.23 -2.62 5.13
H -1.23 -2.40 4.65
H -1.96 -2.49 2.27
F -1.76 -4.10 -6.61
C -1.54 -3.66 -5.34
C -0.63 -2.66 -5.08
F 0.04 -2.10 -6.11
C -0.38 -2.23 -3.79
F 0.52 -1.23 -3.64
C -1.03 -2.77 -2.68
O -0.84 -2.44 -1.45
C -1.97 -3.78 -2.99
F -2.67 -4.35 -1.99
C -2.21 -4.22 -4.27
F -3.12 -5.20 -4.49

The molar mass is 824.0 g mol⁻¹. Its spin multiplicity is 1. As for the charge: -2. The calculation puts the energy above the lowest of the compared OMol25 structures with the same formula, charge and spin at 0.0 kJ/mol. Its HOMO energy is -1.80 eV. The HOMO-LUMO gap is 6.2585 eV.

---

No. 2
This record from the OMol25 dataset describes a structure of composition C30H36N12O4P2Pd. The level of theory is wB97M-V/def2-TZVPD.

CARTESIAN COORDINATES (ANGSTROEM)
Pd -0.95 -0.77 1.58
N 1.17 -3.53 2.50
C -0.10 -3.54 3.08
N -0.49 -4.55 3.86
N -1.77 -4.24 4.15
N -2.09 -3.12 3.60
N -1.05 -2.64 2.89
C 1.84 -2.38 2.10
N 3.15 -2.37 1.93
N 3.41 -1.13 1.48
N 2.30 -0.46 1.38
N 1.27 -1.23 1.77
H 1.78 -4.23 2.88
C 0.18 2.98 1.95
C -1.18 2.46 2.39
O -2.01 2.24 1.25
P -2.23 0.67 0.74
O -2.29 1.03 -0.88
C -1.11 1.54 -1.49
C -1.30 3.01 -1.82
O -3.86 0.57 0.91
C -4.72 1.64 0.53
C -5.32 2.27 1.77
H 0.80 3.21 2.82
H 0.08 3.87 1.33
H 0.69 2.20 1.37
H -1.70 3.17 3.04
H -1.05 1.53 2.94
H -0.93 0.97 -2.40
H -0.25 1.40 -0.82
H -2.17 3.14 -2.46
H -0.42 3.40 -2.33
H -1.46 3.58 -0.90
H -5.50 1.21 -0.10
H -4.18 2.39 -0.05
H -5.83 1.52 2.38
H -6.04 3.04 1.50
H -4.54 2.72 2.39
O 1.03 -0.38 -4.92
P 2.03 -0.57 -3.84
C 2.26 0.89 -2.80
C 2.00 2.13 -3.38
C 2.19 3.29 -2.64
C 2.60 3.21 -1.31
C 2.84 1.97 -0.73
C 2.68 0.81 -1.48
C 3.68 -0.86 -4.56
C 4.84 -0.90 -3.77
C 6.07 -1.14 -4.36
C 6.16 -1.33 -5.74
C 5.02 -1.29 -6.52
C 3.78 -1.06 -5.93
C 1.79 -1.95 -2.72
C 2.45 -3.16 -2.91
C 2.21 -4.23 -2.06
C 1.29 -4.10 -1.02
C 0.62 -2.90 -0.83
C 0.88 -1.83 -1.67
H 1.64 2.17 -4.40
H 1.98 4.26 -3.08
H 2.70 4.11 -0.72
H 3.11 1.88 0.31
H 2.86 -0.14 -0.99
H 4.76 -0.76 -2.70
H 6.96 -1.17 -3.75
H 7.12 -1.51 -6.19
H 5.09 -1.44 -7.59
H 2.87 -1.01 -6.52
H 3.16 -3.27 -3.71
H 2.74 -5.16 -2.20
H 1.12 -4.92 -0.33
H -0.09 -2.79 -0.02
H 0.35 -0.90 -1.47
N -4.64 -1.75 4.06
C -4.62 -0.51 4.61
C -3.55 0.39 4.34
N -3.51 1.58 4.89
C -4.53 1.94 5.69
C -5.59 1.09 5.89
N -5.65 -0.14 5.37
H -3.76 -2.22 3.78
H -5.38 -2.34 4.40
H -2.77 0.13 3.63
H -4.50 2.92 6.14
H -6.43 1.39 6.51

The molar mass is 797.1 g mol⁻¹. Its spin multiplicity is 1. As for the charge: -2. The calculation puts the energy above the lowest of the compared OMol25 structures with the same formula, charge and spin at 37.4 kJ/mol. Its HOMO energy is -1.97 eV. The HOMO-LUMO gap is 5.8707 eV.

---

No. 3
This record from the OMol25 dataset describes the ion C30H36N3O4 with charge +1 at a distorted geometry. The level of theory is wB97M-V/def2-TZVPD.

CARTESIAN COORDINATES (ANGSTROEM)
C 4.83 -2.84 1.28
O 5.32 -1.56 1.74
C 4.42 -0.54 1.85
C 3.06 -0.61 1.58
C 2.19 0.36 2.10
C 0.69 0.16 2.00
C 0.11 -0.38 3.32
C 0.64 -1.77 3.68
O 1.78 -2.09 3.98
N -0.43 -2.63 3.64
C -0.26 -4.05 3.87
C -1.72 -2.00 3.37
C -2.31 -2.58 2.08
C -2.69 -2.26 4.54
N -1.34 -0.58 3.27
C -2.15 0.44 2.83
C -3.47 0.32 2.41
C -4.31 1.45 1.99
C -5.76 1.16 2.06
C -6.66 2.23 2.25
C -8.06 2.03 2.41
C -8.59 0.74 2.49
C -7.71 -0.33 2.51
C -6.31 -0.13 2.28
N -4.38 2.31 0.55
C -5.49 2.69 -0.12
C -5.44 3.56 -1.21
C -4.27 4.12 -1.63
C -3.15 3.84 -0.87
C -3.22 2.98 0.24
C 2.71 1.48 2.75
C 4.09 1.62 2.93
O 4.72 2.62 3.62
C 3.95 3.79 4.00
C 4.96 0.64 2.42
O 6.31 0.73 2.62
C 6.82 0.25 3.90
H 5.72 -3.48 1.24
H 4.09 -3.25 2.00
H 4.37 -2.76 0.28
H 2.65 -1.48 1.06
H 0.20 1.12 1.78
H 0.43 -0.55 1.20
H 0.39 0.29 4.14
H 0.80 -4.28 4.04
H -0.83 -4.39 4.75
H -0.61 -4.63 3.00
H -1.58 -2.54 1.26
H -2.59 -3.63 2.27
H -3.21 -2.03 1.78
H -2.18 -2.05 5.49
H -3.57 -1.62 4.45
H -3.00 -3.31 4.50
H -1.69 1.44 2.76
H -3.98 -0.59 2.76
H -3.89 2.42 2.50
H -6.28 3.26 2.21
H -8.73 2.90 2.42
H -9.68 0.59 2.53
H -8.10 -1.35 2.63
H -5.69 -1.04 2.27
H -6.48 2.32 0.23
H -6.38 3.75 -1.69
H -4.21 4.74 -2.48
H -2.19 4.25 -1.11
H -2.32 2.86 0.88
H 2.03 2.24 3.15
H 4.69 4.49 4.40
H 3.44 4.23 3.13
H 3.21 3.52 4.78
H 7.90 0.41 3.85
H 6.37 0.84 4.71
H 6.59 -0.81 4.01

The molar mass is 502.6 g mol⁻¹. Its spin multiplicity is 1. As for the charge: +1. The calculation puts the energy above the lowest of the compared OMol25 structures with the same formula, charge and spin at 527.6 kJ/mol. Its HOMO energy is -9.70 eV. The HOMO-LUMO gap is 6.0308 eV.

---

No. 4
This record from the OMol25 dataset describes an isolated molecule of C30H36N6O2 at a distorted geometry. The level of theory is wB97M-V/def2-TZVPD.

CARTESIAN COORDINATES (ANGSTROEM)
C -5.02 -1.87 -2.55
C -4.54 -3.15 -2.73
C -4.37 -3.99 -1.64
C -4.70 -3.56 -0.36
C -4.45 -4.44 0.83
C -2.97 -4.32 1.27
C -2.62 -2.88 1.46
C -2.01 -2.01 0.59
N -2.04 -0.82 1.23
C -1.63 0.46 0.72
C -2.80 1.14 -0.02
C -3.92 1.53 0.94
C -3.43 2.89 1.43
C -2.73 3.46 0.19
C -1.50 4.32 0.54
C -1.01 5.17 -0.64
C 0.50 5.19 -0.41
C 0.72 3.78 0.15
C 0.85 2.74 -1.00
N 1.64 1.60 -0.63
C 2.93 1.58 -0.23
C 3.20 0.24 -0.01
C 4.47 -0.42 0.41
C 5.36 -0.71 -0.81
C 6.64 -1.36 -0.38
C 7.76 -0.60 -0.09
C 8.93 -1.20 0.35
C 8.99 -2.57 0.51
C 7.87 -3.34 0.24
C 6.71 -2.74 -0.20
N 2.08 -0.45 -0.30
N 1.16 0.37 -0.66
O -0.40 3.52 0.96
O -2.37 2.35 -0.62
N -2.65 -0.95 2.40
N -3.00 -2.18 2.55
C -5.19 -2.27 -0.19
C -5.35 -1.43 -1.28
H -5.15 -1.21 -3.40
H -4.28 -3.50 -3.72
H -3.99 -4.99 -1.78
H -5.08 -4.12 1.66
H -4.66 -5.48 0.59
H -2.83 -4.86 2.20
H -2.32 -4.74 0.50
H -1.55 -2.14 -0.36
H -1.31 1.08 1.56
H -0.79 0.31 0.04
H -3.14 0.48 -0.83
H -4.02 0.80 1.75
H -4.86 1.62 0.41
H -4.24 3.53 1.77
H -2.72 2.77 2.24
H -3.42 4.09 -0.39
H -1.78 4.97 1.39
H -1.46 6.16 -0.65
H -1.24 4.66 -1.57
H 0.75 5.93 0.35
H 1.07 5.39 -1.31
H 1.61 3.71 0.79
H 1.30 3.21 -1.88
H -0.15 2.37 -1.25
H 3.54 2.45 -0.14
H 5.01 0.22 1.11
H 4.23 -1.36 0.91
H 4.82 -1.36 -1.50
H 5.58 0.23 -1.33
H 7.73 0.47 -0.22
H 9.80 -0.59 0.56
H 9.90 -3.04 0.86
H 7.91 -4.42 0.36
H 5.84 -3.34 -0.42
H -5.45 -1.92 0.80
H -5.74 -0.43 -1.14

The molar mass is 512.7 g mol⁻¹. Its spin multiplicity is 1. As for the charge: 0. Its HOMO energy is -8.77 eV. The HOMO-LUMO gap is 9.3844 eV.

---

No. 5
This record from the OMol25 dataset describes a structure of composition C30H37CuN5O2SeSi. The level of theory is wB97M-V/def2-TZVPD.

CARTESIAN COORDINATES (ANGSTROEM)
Cu 0.21 -0.22 0.70
C 4.61 -4.07 4.14
C 3.85 -3.35 3.06
C 4.49 -2.46 2.21
C 3.79 -1.73 1.20
C 4.32 -0.73 0.42
N 5.48 -0.03 0.61
C 5.98 0.38 1.92
C 5.16 1.49 2.60
C 5.21 2.88 1.94
N 4.42 2.96 0.70
C 3.11 2.80 0.58
C 2.09 2.97 1.49
C 2.15 3.67 2.73
C 1.06 3.83 3.52
C 1.13 4.51 4.86
C -0.16 3.22 3.10
C -0.31 2.49 1.96
C -1.53 1.69 1.79
N -1.61 0.68 1.03
C -2.84 -0.12 1.03
C -2.67 -1.48 0.37
C -1.99 -2.60 1.17
N -0.53 -2.72 0.90
C 0.34 -3.03 1.93
C 1.71 -2.95 1.88
C 2.48 -3.54 2.93
C 2.37 -2.01 0.96
O 1.74 -1.36 0.10
C 0.83 2.36 1.05
O 0.76 1.69 0.00
H 5.64 -3.72 4.21
H 4.64 -5.15 3.95
H 4.13 -3.93 5.11
H 5.57 -2.36 2.28
H 3.76 -0.46 -0.47
H 5.68 0.61 -0.13
H 7.02 0.69 1.80
H 5.97 -0.48 2.59
H 5.53 1.60 3.63
H 4.12 1.17 2.69
H 6.24 3.15 1.68
H 4.86 3.62 2.64
H 4.93 2.77 -0.15
H 2.78 2.45 -0.39
H 3.08 4.10 3.06
H 2.07 5.06 4.97
H 1.08 3.77 5.65
H 0.31 5.22 4.99
H -1.02 3.29 3.77
H -2.37 1.94 2.45
H -3.60 0.43 0.46
H -3.23 -0.23 2.05
H -2.10 -1.33 -0.56
H -3.66 -1.84 0.08
H -2.46 -3.55 0.92
H -2.09 -2.44 2.24
H -0.13 -3.33 2.86
H 1.96 -4.18 3.64
C -0.26 -4.82 -4.24
Si 0.86 -4.53 -2.79
C 2.35 -3.56 -3.32
C 1.37 -6.16 -2.04
C 0.04 -3.61 -1.44
C -0.21 -3.22 -0.33
H 0.20 -5.54 -4.92
H -0.45 -3.90 -4.80
H -1.23 -5.23 -3.92
H 2.99 -4.15 -3.99
H 2.95 -3.27 -2.45
H 2.05 -2.65 -3.85
H 1.88 -6.80 -2.77
H 0.49 -6.69 -1.67
H 2.04 -5.99 -1.19
Se 2.39 0.71 4.86
C 1.25 0.08 3.63
N 0.50 -0.33 2.83

The molar mass is 670.3 g mol⁻¹. Its spin multiplicity is 2. As for the charge: 0. The calculation puts the energy above the lowest of the compared OMol25 structures with the same formula, charge and spin at 69.4 kJ/mol. Its expectation value of S² is 0.8492. Its HOMO energy (alpha / beta) is -5.97 / -6.79 eV. The HOMO-LUMO gap (alpha / beta) is 5.5026 / 6.3243 eV.

---

No. 6
This record from the OMol25 dataset describes a structure of composition C30H37N4O2SV. The level of theory is wB97M-V/def2-TZVPD.

CARTESIAN COORDINATES (ANGSTROEM)
V -2.17 -1.00 -2.22
C 8.71 -0.42 6.28
O 7.33 -0.55 6.61
C 6.44 -0.60 5.60
C 5.10 -0.74 5.97
C 4.11 -0.79 5.02
C 4.43 -0.72 3.66
C 5.77 -0.58 3.29
C 6.77 -0.52 4.25
C 3.35 -0.79 2.68
N 2.07 -0.80 2.96
C 1.43 -0.88 1.76
C 2.33 -0.92 0.72
N 3.57 -0.86 1.32
C 1.95 -1.01 -0.65
C 2.82 -1.07 -1.75
C 2.30 -1.16 -3.01
C 0.92 -1.19 -3.18
N 0.07 -1.14 -2.17
C 0.57 -1.06 -0.91
C -0.39 -1.01 0.18
N -1.70 -1.06 -0.16
C -2.62 -1.04 0.80
C -2.28 -0.96 2.15
C -0.96 -0.90 2.51
C 0.02 -0.93 1.51
H 9.24 -0.41 7.22
H 8.90 0.51 5.74
H 9.05 -1.27 5.68
H 4.86 -0.80 7.03
H 3.08 -0.90 5.31
H 6.06 -0.51 2.25
H 7.80 -0.41 3.93
H 4.46 -0.90 0.88
H 3.90 -1.04 -1.60
H 2.95 -1.20 -3.88
H 0.48 -1.25 -4.17
H -3.65 -1.08 0.47
H -3.07 -0.94 2.89
H -0.65 -0.84 3.55
C -0.27 4.15 0.10
C -0.18 3.81 -1.38
C -1.54 3.61 -2.05
S -2.30 2.08 -1.45
O -1.89 1.05 -2.51
C -4.07 2.37 -1.71
C -4.57 2.30 -3.14
C -4.31 3.54 -3.99
H 0.71 4.34 0.52
H -0.72 3.33 0.67
H -0.88 5.04 0.26
H 0.43 2.92 -1.54
H 0.33 4.62 -1.92
H -1.45 3.47 -3.12
H -2.22 4.44 -1.85
H -4.28 3.33 -1.22
H -4.54 1.59 -1.11
H -5.64 2.12 -3.08
H -4.14 1.41 -3.61
H -4.64 4.45 -3.49
H -4.85 3.46 -4.94
H -3.25 3.66 -4.24
C -3.34 -3.58 -2.87
C -4.42 -2.73 -2.19
C -5.81 -3.32 -2.41
C -4.25 -1.27 -2.62
H -3.34 -4.62 -2.53
H -2.31 -3.22 -2.69
H -3.47 -3.58 -3.96
H -4.22 -2.80 -1.11
H -6.05 -3.33 -3.48
H -6.56 -2.70 -1.91
H -5.89 -4.34 -2.03
H -5.05 -0.65 -2.19
H -4.41 -1.21 -3.71

The molar mass is 568.7 g mol⁻¹. Its spin multiplicity is 4. As for the charge: +1. The calculation puts the energy above the lowest of the compared OMol25 structures with the same formula, charge and spin at 0.0 kJ/mol. Its expectation value of S² is 3.7626. Its HOMO energy (alpha / beta) is -9.88 / -10.13 eV. The HOMO-LUMO gap (alpha / beta) is 6.8456 / 6.9612 eV.